Entry 1:
{
  "formula": "C10H40O10",
  "method": "ωB97M-V/def2-TZVPD",
  "species": ["H", "H", "H", "H", "O", "O", "C", "C", "H", "O", "H", "C", "O", "H", "H", "H", "C", "H", "H", "C", "H", "H", "H", "H", "O", "H", "H", "H", "H", "C", "H", "H", "H", "H", "O", "C", "H", "O", "H", "H", "H", "H", "H", "H", "O", "H", "H", "C", "H", "H", "C", "H", "O", "H", "H", "H", "H", "H", "C", "O"],
  "xyz": [[-1.619, 3.901, 1.177], [1.305, -0.606, -3.490], [-3.702, -0.433, 2.110], [-0.912, -0.546, -4.099], [-2.162, -1.349, -2.624], [0.596, 2.950, 1.977], [-3.035, -0.608, 2.903], [2.424, 1.073, -0.045], [1.070, 3.298, -3.129], [-0.414, 0.108, -4.590], [3.801, -2.290, 1.011], [0.328, 3.560, -2.358], [1.245, 0.564, 0.573], [0.525, -3.705, -1.696], [-1.396, 2.240, -0.541], [-0.745, 2.359, 3.457], [0.169, 2.929, 3.302], [-2.953, -1.791, -3.079], [1.013, -0.273, 0.164], [-0.006, -3.030, -1.018], [-3.179, -1.323, -0.746], [-3.357, 0.202, -1.698], [2.583, 2.131, 0.312], [-1.611, 0.243, 1.760], [0.944, -2.271, -0.333], [0.713, 3.904, -1.463], [-0.738, -2.366, -1.675], [-0.133, 3.999, 3.524], [-3.315, 3.611, 0.426], [0.721, -2.738, 2.990], [1.233, -1.090, -5.069], [-3.281, -0.088, 3.814], [-0.686, -1.789, 2.274], [3.280, 0.460, 0.344], [-1.940, 2.089, 0.259], [-2.664, -0.672, -1.480], [5.217, -2.254, -0.083], [-0.290, -2.667, 2.068], [-2.692, 2.970, 1.979], [-0.352, 4.282, -2.780], [0.288, 2.102, 1.573], [4.622, -3.734, 0.608], [2.668, -2.577, -0.727], [1.552, 0.572, -4.723], [-0.507, 2.482, -1.969], [1.172, -3.740, 2.936], [0.561, -2.204, 0.583], [0.956, -0.279, -4.448], [1.497, -1.947, 2.992], [2.237, 1.083, -1.137], [4.310, -2.797, 0.197], [-0.718, 1.868, -2.668], [3.548, -2.899, -1.043], [-3.018, -1.647, 3.158], [0.998, 2.544, 3.906], [-0.540, -3.621, -0.322], [0.310, -2.807, 4.036], [-1.832, -0.288, -0.872], [-2.424, 3.219, 0.942], [-1.668, -0.314, 2.551]],
  "atomic_forces_ev_per_a": [[0.1, 0.8, -0.8], [-0.4, 0.1, 1.2], [-0.9, 0.4, -0.9], [-0.6, -0.1, 0.3], [-2.3, -0.7, -1.1], [-0.6, -1.2, -1.4], [1.9, -0.2, 0.8], [0.1, 0.3, 0.6], [-0.1, -0.1, 0.6], [0.7, -0.2, 0.5], [-0.3, 0.4, -0.1], [-1.4, -0.9, -2.0], [-0.4, 0.4, 0.5], [-0.1, 0.0, 0.0], [-0.1, 0.7, 0.3], [0.0, -0.4, 0.0], [-0.3, 1.7, 0.5], [1.8, 0.9, 0.9], [0.1, -0.2, -0.4], [-1.0, 1.0, -2.8], [0.0, -0.1, -0.7], [0.9, -1.0, 0.0], [-0.3, -1.1, -0.3], [-0.2, 0.2, 0.1], [0.0, 1.2, 1.5], [1.3, 0.9, 1.5], [1.6, -1.5, 1.6], [0.7, -1.1, 0.4], [0.5, 0.4, 0.3], [1.3, -1.7, 3.0], [0.0, -0.9, -1.2], [-0.3, 0.5, 0.1], [-0.6, -0.2, -0.5], [-0.4, 0.6, -1.0], [-0.1, -1.4, 0.6], [-0.7, 1.0, 1.2], [0.0, 0.1, 0.4], [-0.8, 1.5, -0.8], [-0.4, -0.6, -0.4], [0.1, 0.8, -0.3], [0.7, 0.8, 0.0], [0.0, -1.0, -0.1], [0.4, -0.5, -0.9], [0.3, 0.4, -0.2], [0.1, -0.8, 0.6], [0.4, 0.4, -0.5], [0.5, -0.3, -0.5], [-0.1, 0.8, -0.3], [-0.4, -0.3, -0.4], [0.8, -0.1, 0.5], [0.5, 0.6, -1.5], [0.1, -0.2, -0.7], [-0.5, 0.4, 2.1], [-0.3, -0.8, 0.0], [-0.4, 0.3, 0.5], [-0.9, -0.7, 0.6], [0.2, 0.6, -0.7], [0.0, 0.1, -0.7], [0.0, -0.1, 0.3], [0.0, 0.1, -0.3]],
  "lowdin_charge": [0.07, 0.07, 0.07, 0.03, -0.18, -0.16, -0.09, -0.12, 0.10, -0.11, 0.06, -0.09, -0.16, 0.09, 0.03, 0.06, -0.18, 0.14, 0.04, -0.13, 0.08, 0.10, 0.09, 0.06, -0.18, 0.06, 0.10, 0.10, 0.09, -0.19, 0.06, 0.08, 0.06, 0.09, -0.16, -0.16, 0.07, -0.14, 0.07, 0.08, 0.05, 0.06, 0.02, 0.07, -0.13, 0.09, 0.06, -0.14, 0.09, 0.08, -0.15, 0.07, -0.15, 0.07, 0.08, 0.06, 0.09, 0.06, -0.16, -0.14],
  "relative_energy_ev": 4.048,
  "lumo_ev": 0.398,
  "smiles": "CO.CO.CO.CO.CO.CO.CO.CO.CO.CO",
  "spin_multiplicity": 1,
  "total_charge": 0,
  "gap_ev": 10.01
}

***

Entry 2:
{
  "formula": "C12H19AlClFNO4S",
  "method": "ωB97M-V/def2-TZVPD",
  "species": ["H", "S", "F", "H", "H", "H", "H", "C", "C", "O", "C", "H", "H", "H", "H", "C", "H", "H", "N", "H", "H", "C", "C", "O", "O", "H", "H", "O", "Al", "Cl", "H", "H", "C", "C", "H", "C", "C", "H", "C", "C"],
  "xyz": [[2.427, 0.572, 0.450], [-1.966, -1.313, -1.550], [0.191, 1.879, 1.829], [6.213, -1.887, -1.927], [-6.441, -1.131, 2.522], [6.112, -3.104, -0.621], [8.155, -1.241, -0.575], [-6.003, -0.929, 1.542], [-7.042, -1.181, 0.456], [5.138, -0.190, 0.218], [-7.749, 0.158, 0.368], [1.708, 1.029, -2.315], [-4.978, 0.768, 0.639], [0.062, 2.953, -1.643], [-1.876, 3.262, 0.546], [1.733, 0.223, -0.313], [-5.447, 1.021, 2.329], [2.264, -0.599, -0.829], [-2.146, 0.423, 0.638], [-5.104, -1.534, 1.445], [-0.595, 1.409, -2.099], [6.119, -2.043, -0.851], [7.191, -1.292, -0.070], [-8.803, 0.376, -0.159], [3.730, -1.782, -0.501], [-6.581, -1.401, -0.508], [0.829, -0.211, 0.117], [-6.994, 1.119, 0.945], [-0.930, 1.967, 0.479], [2.566, 2.781, -0.934], [7.344, -1.773, 0.898], [6.718, 0.741, -0.718], [4.845, -1.376, -0.369], [6.544, 0.071, 0.127], [-7.739, -1.969, 0.732], [1.459, 1.372, -1.308], [-2.100, -0.255, -0.327], [6.879, 0.561, 1.039], [0.003, 1.902, -1.322], [-5.740, 0.558, 1.390]],
  "atomic_forces_ev_per_a": [[-0.4, -0.1, 0.3], [-0.3, 0.3, 0.2], [-0.9, 0.0, -0.9], [-0.1, -0.1, 0.0], [0.0, 0.0, 0.0], [-0.2, 0.0, -0.2], [0.0, 0.1, 0.0], [0.1, -0.3, 0.0], [0.2, 0.1, 0.5], [0.1, -0.1, 0.1], [0.0, -0.1, -0.4], [0.4, 0.3, 0.1], [0.0, 0.0, 0.0], [-0.2, -0.1, 0.0], [-0.1, -0.1, 0.2], [0.7, -0.2, -1.0], [-0.1, 0.2, -0.1], [-0.7, 0.8, 0.3], [0.2, 0.6, -0.2], [0.0, 0.1, 0.0], [0.2, -0.2, 0.2], [0.4, 0.2, 0.4], [0.2, -0.1, -0.1], [-0.1, 0.2, 0.1], [0.7, -0.5, 0.3], [-0.1, 0.0, 0.0], [0.0, 0.3, 0.1], [-0.2, -0.1, 0.0], [0.8, 0.5, 0.5], [0.1, -0.2, -0.2], [0.0, 0.0, 0.0], [0.0, 0.0, 0.0], [-0.2, -0.2, -0.4], [0.2, 0.1, 0.0], [-0.1, 0.0, -0.3], [-1.2, -0.4, 0.1], [0.1, -1.2, -0.2], [-0.2, 0.1, 0.0], [0.4, 0.5, 0.6], [0.3, 0.0, 0.0]],
  "lowdin_charge": [0.05, 0.52, -0.28, 0.13, 0.11, 0.12, 0.11, -0.16, -0.08, 0.03, -0.50, 0.08, 0.12, 0.02, -0.08, -0.14, 0.13, 0.05, 0.05, 0.12, 0.03, -0.08, -0.16, 0.10, 0.11, 0.13, 0.06, 0.03, 0.15, 0.52, 0.12, 0.13, -0.47, -0.16, 0.12, -0.74, -0.96, 0.12, -0.30, -0.15],
  "lumo_ev": 2.360,
  "spin_multiplicity": 1,
  "total_charge": -1,
  "gap_ev": 7.76
}

***

Entry 3:
{
  "formula": "CH6O6P",
  "method": "ωB97M-V/def2-TZVPD",
  "species": ["H", "O", "H", "C", "H", "P", "H", "H", "H", "O", "O", "O", "O", "O"],
  "xyz": [[3.149, -0.555, 1.405], [3.097, 0.085, 0.604], [2.282, 0.215, -1.997], [-2.724, 0.373, 0.093], [0.096, 1.526, 0.024], [1.735, 0.106, 0.018], [-3.519, 1.249, 0.238], [0.053, -1.134, 0.290], [-2.956, -1.683, -0.026], [-3.366, -0.775, -0.046], [1.739, -0.318, -1.456], [1.061, 1.475, 0.191], [0.886, -1.017, 0.708], [-1.532, 0.452, -0.045]],
  "atomic_forces_ev_per_a": [[0.4, 1.5, -1.5], [2.4, -1.3, 3.2], [1.1, 1.0, -1.7], [-9.3, 2.7, 2.4], [0.4, -0.1, 0.0], [-4.0, -1.0, -0.4], [2.3, -1.4, -0.5], [-1.5, -0.4, -0.4], [0.1, 1.8, 0.2], [-1.5, -3.8, -0.9], [-0.6, -0.8, 0.2], [0.2, 0.6, 0.2], [1.8, 0.6, 0.6], [8.1, 0.7, -1.3]],
  "lowdin_spin": [0.00, 0.00, 0.00, 0.69, 0.00, 0.00, 0.10, 0.00, 0.01, 0.28, 0.00, 0.00, 0.00, 0.91],
  "relative_energy_ev": 0.000,
  "lumo_ev": [-3.720, -7.922],
  "spin_multiplicity": 3,
  "total_charge": 1,
  "gap_ev": [5.77, 8.02]
}

***

Entry 4:
{
  "formula": "C4H11NO2",
  "method": "ωB97M-V/def2-TZVPD",
  "species": ["O", "H", "H", "H", "H", "C", "C", "O", "H", "N", "H", "C", "H", "H", "H", "C", "H", "H"],
  "xyz": [[2.096, 1.794, 0.170], [1.253, -2.016, -0.593], [0.322, 0.524, -1.502], [-2.079, 1.303, 0.082], [-0.289, 1.532, 0.270], [-1.111, -0.311, 0.829], [-0.442, -0.228, -1.585], [-1.039, -0.818, 1.960], [2.913, 2.249, 0.072], [-0.496, -0.856, -0.226], [1.872, 1.912, 1.113], [-1.239, 1.133, 0.731], [-1.395, 1.622, 1.672], [-0.054, -2.891, -0.173], [0.040, -1.018, -2.205], [0.403, -1.962, 0.089], [-1.451, 0.063, -1.925], [0.696, -2.032, 1.220]],
  "atomic_forces_ev_per_a": [[-1.2, -0.5, 0.8], [0.3, 0.9, 0.3], [-0.1, 1.1, -0.4], [-0.4, 1.0, -0.5], [-1.2, -0.2, 0.3], [3.0, -0.1, 2.8], [0.7, -2.0, 1.2], [-1.0, -0.5, -0.8], [1.1, 0.6, -0.2], [0.1, -1.2, -1.0], [0.1, -0.2, -0.6], [-0.1, 1.7, -1.3], [-0.3, -0.1, 0.5], [-0.8, -0.9, 0.3], [-0.9, 0.6, 0.0], [0.4, -0.7, 0.9], [0.8, 0.0, 0.0], [-0.6, 0.6, -2.3]],
  "lowdin_charge": [-0.05, 0.08, 0.06, 0.08, 0.08, -0.55, -0.02, 0.00, 0.02, -0.16, 0.06, -0.02, 0.08, 0.07, 0.09, -0.06, 0.10, 0.13],
  "relative_energy_ev": 1.681,
  "lumo_ev": 0.578,
  "smiles": "CC(=O)N(C)C.O",
  "spin_multiplicity": 1,
  "total_charge": 0,
  "gap_ev": 9.48
}